Entry 1:
The following is a quantum chemistry calculation of an isolated molecule of C3H3N3O2, from OMol25.

Properties
SMILES string: N/N=C1/N=COC1=O
Electronic energy in eV: -11723.59192
Relative energy (zero: lowest compared OMol25 entry of this formula, charge and spin) in kJ/mol: 228.2
Spin multiplicity: 1

Cartesian coordinates (Å):
1 N 2.236630 -0.013408 -0.024372
2 N 1.241366 -0.871675 0.053853
3 C 0.007035 -0.432397 -0.017215
4 N -1.049283 -1.379442 0.004540
5 C -2.087728 -0.604282 -0.008400
6 O -1.870036 0.736779 0.005520
7 C -0.527583 0.955337 0.020127
8 O -0.031244 2.044739 0.001106
9 H 2.072954 0.975881 0.085410
10 H 3.118107 -0.460230 -0.097666
11 H -3.110220 -0.951298 -0.022903

Forces on atoms 1 to 3 (eV/Å):
-1.056 -0.303 0.313
-1.228 0.885 -0.869
1.629 -1.059 0.880


Entry 2:
The following is a quantum chemistry calculation of a structure of composition C35H27CoN12O2, from OMol25.

Properties
Total charge: +1
Electronic energy in eV: -96332.76576
Relative energy (zero: lowest compared OMol25 entry of this formula, charge and spin) in kJ/mol: 0.0
Spin multiplicity: 2

Cartesian coordinates (Å):
1 Co -0.180579 0.789425 -1.949670
2 O -1.702203 1.790713 -1.558241
3 C -2.125113 2.943065 -2.056835
4 C -2.991476 3.737508 -1.286953
5 C -3.515139 4.915597 -1.774896
6 C -3.189340 5.361466 -3.056202
7 C -2.331501 4.605286 -3.817948
8 C -1.790963 3.402225 -3.341178
9 C -0.868942 2.626528 -4.153861
10 N -0.059128 1.658721 -3.744685
11 C 0.697676 1.246889 -4.835349
12 C 0.337049 1.966317 -5.917931
13 N -0.652816 2.823437 -5.473699
14 H -3.250504 3.378386 -0.296764
15 H -4.180429 5.505313 -1.153343
16 H -3.596822 6.286522 -3.441658
17 H -2.060663 4.971210 -4.802836
18 H 1.455268 0.483026 -4.754767
19 H 0.681624 1.949979 -6.938622
20 H -1.141009 3.491699 -6.039572
21 C 2.933555 -3.625860 -1.437638
22 N 2.133910 -2.559252 -2.053578
23 C 1.989264 -1.297372 -1.670392
24 N 1.119022 -0.696852 -2.462513
25 C 0.775308 -1.667243 -3.360128
26 N 1.367903 -2.813911 -3.143035
27 C 2.312818 -4.242486 -0.199437
28 C 2.138898 -5.615217 -0.113800
29 C 1.644705 -6.187307 1.054608
30 C 1.333681 -5.398301 2.147244
31 C 1.508308 -4.017267 2.066634
32 C 1.982862 -3.447412 0.893127
33 C 1.249220 -3.182126 3.239423
34 N 1.094561 -3.549120 4.461623
35 N 0.928482 -2.382888 5.207513
36 C 0.998170 -1.403864 4.376037
37 O 1.193545 -1.833892 3.103831
38 C 0.833362 0.025687 4.632235
39 C 0.490508 0.451314 5.910089
40 C 0.308423 1.804237 6.146879
41 C 0.455704 2.724039 5.120044
42 C 0.793949 2.302106 3.838887
43 C 0.964581 3.348790 2.755584
44 N 1.176609 2.778425 1.428637
45 C 0.274551 2.255491 0.595717
46 N 0.905967 1.709772 -0.432177
47 C 2.223209 1.955044 -0.168246
48 N 2.431397 2.585958 0.960566
49 C 0.986762 0.950820 3.600631
50 H 3.905690 -3.207607 -1.186718
51 H 3.072586 -4.366209 -2.215691
52 H 2.518904 -0.841771 -0.845212
53 H 0.103170 -1.505818 -4.191224
54 H 2.394499 -6.246779 -0.959244
55 H 1.509317 -7.261138 1.111421
56 H 0.969743 -5.830092 3.072487
57 H 2.131288 -2.372964 0.862902
58 H 0.365128 -0.284538 6.696206
59 H 0.043292 2.146105 7.140564
60 H 0.303296 3.782199 5.316779
61 H 1.839288 3.953939 2.971257
62 H 0.100163 4.006374 2.705220
63 H -0.798300 2.302276 0.728974
64 H 3.028281 1.667983 -0.830418
65 H 1.285985 0.596107 2.619489
66 N -3.010953 -1.381905 3.550361
67 C -2.821694 -1.456158 2.417228
68 C -2.578189 -1.532728 0.997722
69 C -3.375757 -2.330173 0.185826
70 C -3.150971 -2.311593 -1.175983
71 C -2.153369 -1.495004 -1.671069
72 N -1.359378 -0.746202 -0.895856
73 C -1.568649 -0.771024 0.419822
74 H -4.161823 -2.935872 0.621934
75 H -3.750646 -2.902584 -1.853982
76 H -2.000243 -1.420832 -2.739097
77 H -0.924879 -0.158621 1.042943

Forces on atoms 1 to 3 (eV/Å):
-0.451 -0.266 -0.847
-0.137 0.474 0.168
0.174 -0.394 0.148